(1)
Formula: C2H2I2NO
Source: the Open Molecules 2025 dataset
Level of theory: ωB97M-V/def2-TZVPD

Summary:
Charge   -1
Relative energy (zero: lowest compared OMol25 entry of this formula, charge and spin)   21.0 kcal/mol
Maximum force   2.192 eV/Å
Orbital gap   5.3 eV
Multiplicity   1

Geometry (Å):
C 0.218 0.490 0.574
C 0.909 -0.163 -0.532
N 0.601 1.228 -0.423
O 0.771 2.315 -0.971
I -5.753 -0.324 -0.187
I 2.975 -0.849 -0.263
H -0.500 0.443 1.349
H 0.448 -0.776 -1.291

These are the Löwdin partial charges, in e, on atoms 1 to 6: C 0.03; C -0.61; N -0.28; O 0.01; I -1.00; I 0.64



(2)
Formula: C3H12O5
Source: the Open Molecules 2025 dataset
Level of theory: ωB97M-V/def2-TZVPD

Summary:
Relative energy (zero: lowest compared OMol25 entry of this formula, charge and spin)   14.7 kcal/mol
Maximum force   2.674 eV/Å
Orbital gap   11.4 eV
Multiplicity   1
Structure (SMILES)   CCC(=O)O.O.O.O

Geometry (Å):
O 0.950 1.455 -0.683
C 0.802 0.434 -0.044
O 1.408 -0.698 -0.499
C -0.192 0.398 1.050
C -0.216 1.754 1.779
H 2.020 -0.433 -1.238
H 0.013 -0.274 1.904
H -1.254 0.296 0.724
H -0.349 2.671 1.232
H 0.763 1.963 2.348
H -0.954 1.711 2.566
H -0.473 -1.805 0.010
H -0.408 -3.377 -0.410
O -0.907 -2.653 -0.026
H -2.667 -0.598 -0.756
H -2.784 -1.967 -0.275
O -3.304 -1.141 -0.273
H 2.061 0.339 -2.996
H 2.630 1.283 -1.865
O 2.863 0.642 -2.549

These are the Löwdin partial charges, in e, on atoms 1 to 6: O 0.08; C -0.50; O 0.08; C -0.15; C -0.10; H 0.09



(3)
Formula: C4H6IN2
Source: the Open Molecules 2025 dataset
Level of theory: ωB97M-V/def2-TZVPD

Summary:
Charge   +1
Relative energy (zero: lowest compared OMol25 entry of this formula, charge and spin)   118.2 kcal/mol
Maximum force   6.983 eV/Å
Orbital gap   7.5 eV
Multiplicity   1
Structure (SMILES)   C[N+]1=C[C@@H]1/C=N/I

Geometry (Å):
C -0.282 -0.631 -0.960
C 1.208 -0.494 -1.125
C -1.158 -1.277 0.117
C -0.768 0.988 1.024
N -0.596 -0.183 0.451
N 1.740 -0.175 -0.029
I 3.687 0.491 0.394
H -0.906 -0.118 -1.658
H 1.691 -0.694 -2.091
H -2.021 -1.941 0.222
H -1.362 0.848 1.967
H 0.203 1.557 1.156
H -1.434 1.629 0.532

These are the Löwdin partial charges, in e, on atoms 1 to 6: C -0.06; C -0.23; C 0.22; C -0.04; N -0.08; N -0.44



(4)
Formula: C15H18AsF6NO2
Source: the Open Molecules 2025 dataset
Level of theory: ωB97M-V/def2-TZVPD

Summary:
Maximum force   2.950 eV/Å
Orbital gap   7.1 eV
Multiplicity   1

Geometry (Å):
C 2.793 -1.612 0.250
C 2.012 -0.643 -0.767
C 2.015 0.805 -0.110
C 0.652 1.588 -0.217
O -0.123 1.576 1.044
C -1.416 1.160 0.801
C -2.629 2.030 0.957
C -3.973 1.488 0.631
C -4.118 0.079 0.150
C -5.445 -0.533 -0.245
C -5.468 -1.910 -0.712
N -4.295 -2.705 -0.788
C -3.032 -2.228 -0.453
C -1.788 -3.189 -0.593
C -0.992 -3.384 0.757
O -0.016 -4.087 0.842
C -2.913 -0.831 0.022
C -1.592 -0.235 0.364
H 2.870 -2.666 -0.127
H 3.819 -1.158 0.396
H 2.237 -1.544 1.232
H 2.640 -0.659 -1.710
H 0.994 -1.036 -1.047
H 2.268 0.696 0.978
H 2.781 1.416 -0.680
H 0.916 2.681 -0.376
H 0.020 1.302 -1.107
H -2.494 3.083 1.309
H -4.865 2.164 0.743
H -6.356 0.110 -0.178
H -6.414 -2.420 -1.027
H -4.321 -3.665 -1.136
H -2.205 -4.187 -0.910
H -1.101 -2.827 -1.419
H -1.319 -2.829 1.696
H -0.682 -0.877 0.266
F 5.546 1.855 -0.030
As 5.937 3.580 0.167
F 6.677 3.595 -1.444
F 7.499 3.145 0.882
F 6.322 5.299 0.363
F 5.193 3.561 1.778
F 4.367 4.011 -0.550

These are the Löwdin partial charges, in e, on atoms 1 to 6: C -0.12; C -0.24; C -0.15; C -0.15; O -0.07; C -0.21



(5)
Formula: C4H16MnO12S2
Source: the Open Molecules 2025 dataset
Level of theory: ωB97M-V/def2-TZVPD

Summary:
Charge   -2
Relative energy (zero: lowest compared OMol25 entry of this formula, charge and spin)   15.6 kcal/mol
Maximum force   5.764 eV/Å
Orbital gap (alpha / beta)   5.2 / 5.2 eV
Multiplicity   6
<S²>   8.753

Geometry (Å):
Mn -10.366 -30.709 34.340
S -9.800 -31.481 37.519
O -10.516 -32.688 37.686
O -10.546 -30.383 38.109
O -8.438 -31.513 38.148
O -9.668 -31.235 36.095
S -10.565 -28.311 33.009
O -9.897 -28.692 34.322
O -9.568 -27.867 32.034
O -11.131 -29.617 32.707
O -11.624 -27.334 33.146
C -13.645 -31.262 34.724
O -12.400 -30.730 35.120
H -14.174 -30.319 34.587
H -13.529 -31.718 33.741
H -14.082 -31.854 35.528
H -12.490 -30.054 35.796
C -7.424 -31.770 33.983
O -8.397 -30.824 33.564
H -6.962 -31.438 34.913
H -7.822 -32.738 34.290
H -6.649 -31.778 33.217
H -7.961 -30.078 33.144
C -8.271 -28.239 36.832
O -9.728 -28.189 36.772
H -7.873 -27.524 36.112
H -7.872 -27.957 37.806
H -7.844 -29.225 36.647
H -9.810 -28.306 35.823
C -11.297 -33.279 32.685
O -10.846 -32.694 33.912
H -11.482 -32.628 31.831
H -10.453 -33.905 32.394
H -12.149 -33.932 32.876
H -10.703 -33.427 34.516

These are the Löwdin partial charges, in e, on atoms 1 to 6: Mn 0.80; S 0.13; O -0.40; O -0.40; O -0.45; O -0.43



(6)
Formula: C3H3N2O4P
Source: the Open Molecules 2025 dataset
Level of theory: ωB97M-V/def2-TZVPD

Summary:
Charge   -2
Relative energy (zero: lowest compared OMol25 entry of this formula, charge and spin)   125.5 kcal/mol
Maximum force   4.756 eV/Å
Orbital gap   5.9 eV
Multiplicity   1
Structure (SMILES)   O=N/C=C\N=C=P([O-])([O-])O

Geometry (Å):
C 1.499 -1.284 0.126
C 1.995 -0.056 -0.283
C -0.370 -0.303 0.536
N 0.272 -1.380 0.457
N 1.193 0.925 -0.272
O -2.810 -0.873 1.132
O -2.246 1.583 0.624
O -2.404 -0.113 -1.303
O 1.328 2.137 -0.814
P -2.029 -0.057 0.180
H 2.045 -2.221 0.157
H 3.029 -0.195 -0.629
H -1.502 1.838 0.088

These are the Löwdin partial charges, in e, on atoms 1 to 6: C -0.32; C -0.26; C -0.15; N -0.02; N -0.18; O -0.39



(7)
Formula: C13H24NO3
Source: the Open Molecules 2025 dataset
Level of theory: ωB97M-V/def2-TZVPD

Summary:
Charge   +1
Maximum force   10.282 eV/Å
Orbital gap   7.5 eV
Multiplicity   1

Geometry (Å):
C 3.643 -0.142 -1.777
C 2.345 -0.603 -2.154
C 0.732 -1.011 -2.321
C -0.150 0.318 -1.840
C -1.251 -0.040 -0.658
C -2.739 -0.063 -1.358
C -3.466 -1.497 -1.002
N -4.982 -1.208 -1.024
C -5.372 -0.177 -2.070
C -4.584 1.260 -1.941
O -3.495 1.128 -0.925
H 4.495 0.516 -1.262
H 0.454 -1.944 -1.667
H 0.501 -1.253 -3.463
H -0.620 0.818 -2.788
H 0.636 1.058 -1.349
H -0.917 -1.071 -0.198
H -1.284 0.838 0.148
H -2.607 -0.041 -2.532
H -3.104 -1.848 0.055
H -3.219 -2.304 -1.836
H -5.420 -2.122 -1.343
H -5.348 -0.924 -0.077
H -5.259 -0.606 -3.178
H -6.530 0.072 -1.926
H -4.101 1.520 -2.994
H -5.335 2.136 -1.665
O 3.887 1.911 0.648
C 3.797 1.292 1.707
O 4.424 1.746 2.816
C 4.234 1.207 4.139
C 5.132 0.007 4.366
C 3.074 -0.019 1.766
H 3.178 0.988 4.326
H 4.513 2.002 4.839
H 4.900 -0.807 3.675
H 5.025 -0.366 5.388
H 6.179 0.276 4.196
H 3.742 -0.814 1.424
H 2.204 0.034 1.103
H 2.687 -0.266 2.754

These are the Löwdin partial charges, in e, on atoms 1 to 6: C 0.06; C -0.09; C -0.20; C -0.19; C -0.12; C -0.30



(8)
Formula: C8H16N2O3S
Source: the Open Molecules 2025 dataset
Level of theory: ωB97M-V/def2-TZVPD

Summary:
Relative energy (zero: lowest compared OMol25 entry of this formula, charge and spin)   41.6 kcal/mol
Maximum force   7.281 eV/Å
Orbital gap   9.2 eV
Multiplicity   1
Structure (SMILES)   CSCC[C@H](NC(=O)[C@H](C)N)C(=O)O

Geometry (Å):
C 2.754 -1.417 0.036
C 1.558 -0.687 -0.672
C 2.677 -2.851 -0.321
C 0.006 1.118 -0.349
C 0.917 2.315 0.315
C -1.517 1.113 -0.056
C -2.124 -0.154 -0.623
C -3.848 -1.772 1.020
H 3.164 -1.910 2.045
H 3.759 -0.525 1.543
H 3.670 -0.955 -0.334
H 1.828 -3.308 0.212
H 2.522 -3.024 -1.367
H 3.635 -3.341 -0.032
H 0.925 -0.063 0.997
H 0.142 1.158 -1.412
H -1.985 1.986 -0.527
H -1.735 1.293 1.021
H -1.512 -1.007 -0.447
H -2.115 -0.054 -1.741
H -3.348 -1.367 1.860
H -4.872 -1.951 1.361
H -3.177 -2.631 0.734
H 1.226 4.040 0.105
N 2.878 -1.048 1.545
N 0.597 -0.048 0.051
O 1.717 -0.734 -1.862
O 1.660 2.263 1.189
O 0.774 3.429 -0.469
S -3.888 -0.396 -0.135

These are the Löwdin partial charges, in e, on atoms 1 to 6: C -0.33; C -0.44; C -0.07; C -0.23; C -0.45; C -0.21



(9)
Formula: CH5FP2
Source: the Open Molecules 2025 dataset
Level of theory: ωB97M-V/def2-TZVPD

Summary:
Relative energy (zero: lowest compared OMol25 entry of this formula, charge and spin)   99.3 kcal/mol
Maximum force   3.637 eV/Å
Orbital gap (alpha / beta)   5.5 / 5.7 eV
Multiplicity   3
<S²>   2.015

Geometry (Å):
C -0.479 0.454 -0.358
F -1.281 0.684 -1.455
P -1.126 -0.483 1.035
P 1.086 -0.210 -1.201
H -0.118 1.922 -0.094
H -1.092 0.531 2.040
H 0.299 -0.919 1.155
H 0.934 -1.608 -1.151
H 1.776 -0.369 0.029

These are the Löwdin partial charges, in e, on atoms 1 to 6: C -1.04; F -0.21; P 0.80; P 0.79; H 0.13; H -0.12



(10)
Formula: C4H6Cl3N
Source: the Open Molecules 2025 dataset
Level of theory: ωB97M-V/def2-TZVPD

Summary:
Relative energy (zero: lowest compared OMol25 entry of this formula, charge and spin)   62.6 kcal/mol
Maximum force   4.362 eV/Å
Orbital gap (alpha / beta)   9.2 / 5.4 eV
Multiplicity   1

Geometry (Å):
C 0.376 -0.527 0.038
C 0.715 0.495 -1.009
C -0.274 0.193 1.175
C -0.532 1.259 -1.397
N -1.476 -0.131 1.620
Cl 0.473 1.544 2.035
Cl -1.920 0.094 -1.682
Cl -0.155 2.381 -2.700
H -0.271 -1.380 -0.175
H 1.340 -0.984 0.594
H 1.411 1.351 -0.644
H 1.086 -0.012 -1.849
H -1.797 -0.038 2.599
H -2.228 -0.414 0.833

These are the Löwdin partial charges, in e, on atoms 1 to 6: C -0.28; C -0.39; C -0.80; C -0.97; N 0.00; Cl 0.62



(11)
Formula: C3H4HgO3
Source: the Open Molecules 2025 dataset
Level of theory: ωB97M-V/def2-TZVPD

Summary:
Charge   -1
Relative energy (zero: lowest compared OMol25 entry of this formula, charge and spin)   103.3 kcal/mol
Maximum force   5.418 eV/Å
Orbital gap (alpha / beta)   5.0 / 7.1 eV
Multiplicity   2
<S²>   0.755

Geometry (Å):
H -2.367 1.353 -0.647
H 2.055 1.737 0.109
C 1.074 1.248 0.015
C 0.967 0.290 -0.934
O -0.131 -0.582 -0.797
C -0.251 -1.602 -1.610
O -1.455 -2.085 -1.394
Hg -1.575 0.591 0.779
O 0.151 1.529 0.893
H 1.721 0.001 -1.661
H -1.623 -2.800 -2.019

These are the Löwdin partial charges, in e, on atoms 1 to 6: H -0.14; H 0.10; C -0.38; C -0.18; O -0.29; C -0.20



(12)
Formula: C2H4N4O2
Source: the Open Molecules 2025 dataset
Level of theory: ωB97M-V/def2-TZVPD

Summary:
Relative energy (zero: lowest compared OMol25 entry of this formula, charge and spin)   131.9 kcal/mol
Maximum force   7.067 eV/Å
Orbital gap   9.2 eV
Multiplicity   1

Geometry (Å):
C 0.386 0.036 -0.072
C -1.225 1.250 0.193
H 2.430 0.798 0.775
H 3.372 -0.529 0.007
H -1.941 2.005 0.252
H -1.789 -2.070 0.737
N 2.598 0.235 -0.080
N 1.490 -0.534 -0.361
N -0.025 1.209 0.533
N -0.628 -0.807 -0.453
O -1.691 0.177 -0.808
O -0.943 -1.257 0.812

These are the Löwdin partial charges, in e, on atoms 1 to 6: C -0.50; C -0.06; H 0.08; H 0.13; H 0.11; H 0.25